Entry 1:
C9H10IP | the ωB97M-V functional and the def2-TZVPD basis

Values from the calculation:
Highest occupied orbital energy in eV: -8.610
Net charge: 0

The geometry in XYZ format:
```
21
Properties=species:S:1:pos:R:3:forces:R:3
C 1.6014 3.0697 -1.1398 2.3 0.6 -3.5
C 1.0812 1.9589 -0.3176 1.4 -1.6 -0.4
C -0.1459 2.1140 0.1169 -0.3 -2.1 2.4
P -0.5423 1.0133 1.6054 0.2 0.1 -1.2
I -2.9278 1.3881 1.7075 -0.6 0.1 0.1
C -0.4693 -0.6793 0.8257 -1.8 1.0 -0.8
C -1.1083 -0.9658 -0.4112 0.7 -0.4 1.5
C -1.1812 -2.2838 -0.9075 1.7 2.3 1.8
C -0.4072 -3.2344 -0.2542 -0.2 -0.7 0.3
C 0.1970 -2.9112 0.9774 0.2 -2.4 1.1
C 0.0195 -1.6842 1.6022 0.6 -0.7 -2.2
H 2.2925 2.6955 -2.0082 -1.0 0.5 1.6
H 0.8575 3.6694 -1.7183 -0.1 -0.8 0.7
H 2.1791 3.8678 -0.6433 0.0 -0.7 0.4
H 1.7049 0.9279 -0.1228 -1.4 2.9 -0.3
H -0.7206 2.9722 -0.1330 -0.5 0.6 0.0
H -1.5298 -0.0531 -0.7680 -0.7 -0.1 -1.3
H -1.6482 -2.4827 -1.8092 -1.0 -0.4 -1.5
H -0.3983 -4.2483 -0.7316 0.4 0.9 0.9
H 0.7425 -3.6972 1.5983 -0.8 0.9 -1.2
H 0.4035 -1.4368 2.5312 0.8 0.0 1.8
```
Positions in Å, forces in eV/Å.

These are the natural (NBO) partial charges, in e, on atoms 1 to 4: number 1, C, carries -0.662; number 2, C, carries -0.178; number 3, C, carries -0.507; number 4, P, carries 0.642


Entry 2:
C9H10InN2S | the ωB97M-V functional and the def2-TZVPD basis

Values from the calculation:
Highest occupied orbital energy in eV: -3.679
Net charge: -1

The geometry in XYZ format:
```
23
Properties=species:S:1:pos:R:3:forces:R:3
C 0.0533 -1.3989 -1.4480 -0.4 -0.5 0.1
C -1.2725 -1.5120 -0.9389 0.4 -0.4 0.2
C -1.2053 -2.1138 0.3661 0.2 0.0 -0.3
C 0.1862 -2.4145 0.6313 -0.1 0.4 -0.1
C 0.9542 -1.9510 -0.4903 -0.4 -0.2 0.1
In -0.0968 0.1766 0.9139 0.0 0.6 -4.8
C -0.9603 1.8257 -0.4431 -0.3 -1.3 1.7
C 0.4338 2.0274 -0.9000 1.7 0.4 -1.5
C 0.7763 2.5555 -2.1336 -1.0 -0.7 1.9
N 1.3681 1.4944 -0.0141 0.0 -0.3 0.6
H -2.0645 -2.3845 1.0115 0.7 0.3 -0.5
H -2.1922 -1.1449 -1.4163 0.6 -0.2 0.3
H 0.5714 -2.9501 1.5202 -0.3 0.5 -0.7
H 2.0446 -2.0531 -0.6008 -0.7 0.2 0.1
H 0.3361 -0.9496 -2.4070 -0.1 -0.1 0.6
H -1.7501 1.5964 -1.1711 0.4 0.3 0.4
H 2.3758 1.4634 -0.2643 -1.3 0.3 -0.1
H -1.2972 2.3199 0.4949 0.2 0.7 -1.1
H -0.0693 2.8909 -2.7280 0.6 0.2 -0.4
H 1.8352 2.5463 -2.3812 -0.4 0.2 -0.5
S 0.0053 0.0065 5.5933 0.0 0.0 0.3
C -0.0074 -0.0029 3.9976 -0.1 -0.1 -1.9
N -0.0248 -0.0276 2.8080 0.2 -0.2 5.6
```
Positions in Å, forces in eV/Å.

These are the Mulliken partial charges, in e, on atoms 1 to 4: number 1, C, carries -0.494; number 2, C, carries -0.503; number 3, C, carries -0.598; number 4, C, carries -0.545


Entry 3:
C9H10N2O2 | the ωB97M-V functional and the def2-TZVPD basis

Values from the calculation:
Highest occupied orbital energy (spin up / spin down) in eV: -7.024 / -7.029
Net charge: 0

The geometry in XYZ format:
```
23
Properties=species:S:1:pos:R:3:forces:R:3
C 2.2613 -1.7673 -0.3690 -2.9 1.7 2.7
C 1.5749 -2.2701 0.7467 -2.4 0.5 0.9
C 1.9659 -0.5345 -0.9406 -0.2 -0.2 -1.5
C 0.4615 -1.5133 1.1432 -1.1 2.0 -0.1
C 0.7861 0.1535 -0.7027 -0.9 -0.8 1.6
C 0.0696 -0.3517 0.4263 0.9 0.1 -1.0
C 0.0347 1.3355 -1.3502 1.9 -0.8 2.7
C -1.1091 1.6054 -0.3464 4.3 3.3 1.8
C -1.0586 0.5285 0.6304 -1.6 -1.5 1.9
N -1.9225 0.5270 1.6841 1.3 -0.3 -1.5
N -2.6638 -1.1183 -0.5718 2.9 2.0 -0.1
O -3.5051 -1.2071 0.2887 -1.8 -0.8 0.8
O -2.7197 -1.6145 -1.6773 -0.7 -0.6 -0.3
H 3.0777 -2.2335 -0.6711 3.6 -2.1 -1.5
H 1.6521 -3.1906 1.3685 0.9 0.6 -1.1
H 2.6317 -0.2456 -1.7362 0.1 0.3 -0.3
H -0.2370 -1.5904 2.0010 1.0 -1.2 -0.3
H 0.7666 2.0687 -1.6539 0.0 1.0 0.7
H -0.3302 1.0878 -2.2586 -1.5 -1.5 -2.9
H -0.8520 2.6389 0.2363 -0.9 -2.2 -1.3
H -2.0488 1.5879 -0.7208 -2.8 0.6 -1.5
H -2.7058 1.1766 1.6085 0.3 -0.6 0.1
H -2.1491 -0.4121 2.0146 -0.3 0.5 0.1
```
Positions in Å, forces in eV/Å.

These are the natural (NBO) partial charges, in e, on atoms 1 to 4: number 1, C, carries -0.157; number 2, C, carries -0.216; number 3, C, carries -0.207; number 4, C, carries -0.150


Entry 4:
C9H10N2O3S | the ωB97M-V functional and the def2-TZVPD basis

Values from the calculation:
Highest occupied orbital energy in eV: -9.051
Net charge: 0

The geometry in XYZ format:
```
25
Properties=species:S:1:pos:R:3:forces:R:3
C -1.0378 0.2060 3.6209 -0.3 -1.1 0.7
C -1.1834 0.4297 2.2552 1.8 0.7 -1.6
C 0.2349 0.0238 4.0694 -0.7 1.6 -3.0
C 0.0301 0.5951 1.6353 2.0 0.5 1.8
C -1.3947 1.2232 -1.2990 -0.7 -1.0 -1.1
C 1.7224 -0.7785 -1.4986 -2.0 0.6 -1.4
C -1.4177 -0.2803 -1.6291 -0.5 -0.2 2.4
C 0.5042 1.0048 0.3198 2.5 -3.2 -3.6
C 1.5871 -1.8265 -2.5670 -0.8 -2.4 3.3
N -0.3481 1.6757 -0.5738 -0.2 1.2 0.5
N 0.6571 -0.5596 -0.6973 -0.1 3.0 3.9
O -2.1320 1.9593 -1.9162 -0.1 0.3 0.2
O 2.5892 0.0672 -1.5535 1.3 0.1 0.5
O -0.6274 -1.0408 -0.7141 0.9 -1.1 -1.0
S 1.3381 0.4674 2.8496 -0.6 -0.6 -1.0
H -1.8606 0.0630 4.2622 -0.9 -0.2 0.6
H -2.0279 0.5381 1.6272 -1.2 0.0 0.1
H 0.5508 -0.2408 4.9972 0.8 -0.6 2.5
H -2.3347 -0.8709 -1.5600 -0.5 1.1 -0.2
H -1.0765 -0.3127 -2.6192 0.8 -0.3 -1.6
H 1.6008 1.3787 0.1462 -2.1 -0.7 1.0
H 2.4714 -2.3620 -2.6590 2.2 -0.5 -0.3
H 1.3961 -1.3313 -3.4269 -0.8 1.4 -2.9
H 0.9030 -2.6795 -2.3598 -0.3 1.1 -0.1
H -0.1443 2.6509 -0.7095 -0.2 0.3 0.0
```
Positions in Å, forces in eV/Å.

These are the natural (NBO) partial charges, in e, on atoms 1 to 4: number 1, C, carries -0.249; number 2, C, carries -0.217; number 3, C, carries -0.377; number 4, C, carries -0.242


Entry 5:
C9H10N2OS | the ωB97M-V functional and the def2-TZVPD basis

Values from the calculation:
Highest occupied orbital energy in eV: -9.107
Net charge: 0

The geometry in XYZ format:
```
23
Properties=species:S:1:pos:R:3:forces:R:3
C 2.1828 -0.5275 0.4908 -2.2 -1.5 0.0
C 1.1053 0.4996 0.7324 -0.1 -0.3 0.4
C 0.5615 0.4370 2.1469 0.3 0.2 -2.1
N -0.0082 0.2242 -0.1831 0.6 2.3 -2.1
C -0.9655 -0.7728 -0.0986 0.9 0.8 -0.9
O -1.0418 -1.5664 0.7841 -0.5 -1.3 0.8
C -1.7375 -0.5764 -1.3150 -1.4 -1.4 -0.8
C -2.7982 -1.1154 -2.0087 0.0 -0.3 -0.4
C -3.0753 -0.1871 -3.0623 0.4 0.6 0.7
C -2.1207 0.8403 -3.0153 -1.6 -2.0 -0.4
N -1.2968 0.5501 -1.9798 -1.0 -1.2 0.5
C -0.2149 1.0651 -1.3560 0.7 -1.1 2.9
S 0.6261 2.3679 -1.6782 0.7 1.3 -0.9
H 1.5841 -1.4076 0.2625 0.4 -0.7 0.4
H 2.6460 -0.3518 -0.4045 1.5 0.8 -2.3
H 2.9171 -0.7967 1.2045 0.4 0.3 1.2
H 1.5108 1.4695 0.4556 -0.4 0.2 0.3
H 0.3840 -0.5882 2.3647 -1.1 -0.5 0.5
H -0.1819 1.1989 2.2074 -1.1 -0.1 0.6
H 1.3533 0.7303 2.7179 2.1 0.9 2.0
H -3.3038 -2.1165 -2.0145 0.6 1.3 0.9
H -4.0323 -0.2901 -3.5594 0.6 0.4 -0.8
H -1.9263 1.5942 -3.7103 0.2 1.2 -0.6
```
Positions in Å, forces in eV/Å.

These are the natural (NBO) partial charges, in e, on atoms 1 to 4: number 1, C, carries -0.623; number 2, C, carries -0.033; number 3, C, carries -0.612; number 4, N, carries -0.456


Entry 6:
C9H10N2OS | the ωB97M-V functional and the def2-TZVPD basis

Values from the calculation:
Highest occupied orbital energy in eV: -7.768
Net charge: 0

The geometry in XYZ format:
```
23
Properties=species:S:1:pos:R:3:forces:R:3
C -4.2400 -0.7840 0.0765 -0.7 -0.6 0.4
C -2.7415 -0.9071 -0.0061 -1.7 0.9 0.0
O -2.2732 0.4079 -0.2184 1.3 -0.7 0.3
C -0.8995 0.4899 -0.0541 -1.0 0.9 -0.1
C -0.4459 1.8013 0.0365 2.5 -0.2 0.0
C 0.9608 2.0430 0.0701 -3.0 0.0 0.0
C 1.8059 0.9729 0.0767 1.7 -1.1 -0.2
N 3.2020 1.0438 0.0393 0.6 -0.9 -0.1
C 3.7082 -0.1644 -0.0034 0.4 1.6 0.0
N 5.0419 -0.4046 -0.1295 0.4 0.5 0.1
S 2.6129 -1.4808 0.0709 -0.4 -0.7 -0.1
C 1.3312 -0.3338 0.0451 -2.3 -0.1 0.3
C -0.0566 -0.5954 -0.0037 1.2 -0.3 -0.3
H -4.6940 -1.7648 0.2570 0.1 0.1 0.0
H -4.6462 -0.4177 -0.8487 -0.1 0.2 -0.6
H -4.6073 -0.1104 0.8504 0.4 0.0 0.2
H -2.5183 -1.5517 -0.8324 0.5 -0.4 -0.6
H -2.3275 -1.3193 0.8924 0.3 -0.2 0.6
H -1.1967 2.5600 0.0604 -0.1 0.6 -0.1
H 1.3593 3.0264 0.0610 0.2 0.7 0.1
H 5.6151 0.4454 -0.1607 -0.2 -1.0 0.0
H 5.4249 -1.3483 -0.1807 -0.2 0.9 0.0
H -0.4157 -1.6082 -0.0989 0.0 0.0 0.1
```
Positions in Å, forces in eV/Å.

These are the natural (NBO) partial charges, in e, on atoms 1 to 4: number 1, C, carries -0.615; number 2, C, carries -0.070; number 3, O, carries -0.494; number 4, C, carries 0.283


For the records above, the corresponding relative energy (zero: lowest compared OMol25 entry of this formula, charge and spin) values read 0.000 0.000 5.149 3.371 0.963 0.000 eV.
For the records above, the corresponding largest force on an atom values read 0.082 0.108 0.111 0.105 0.062 0.058 Eh/bohr.